Computed, not measured: C24H24N5O5PtS3 as an isolated structure, with the ωB97M-V functional and the def2-TZVPD basis.

CARTESIAN COORDINATES (ANGSTROEM)
1 Pt -0.877 0.816 0.125
2 S 5.090 -3.769 -1.181
3 N 3.555 -4.140 -0.860
4 C 2.886 -2.999 -0.818
5 C 1.468 -2.860 -0.552
6 C 0.604 -3.935 -0.327
7 C -0.723 -3.681 -0.057
8 C -1.160 -2.357 0.000
9 N -0.341 -1.342 -0.219
10 C 0.946 -1.567 -0.503
11 C 1.782 -0.392 -0.772
12 N 1.179 0.810 -0.753
13 C 1.895 1.894 -1.016
14 C 3.259 1.849 -1.291
15 C 3.894 0.626 -1.299
16 C 3.145 -0.524 -1.046
17 C 3.702 -1.863 -1.050
18 N 4.971 -2.165 -1.266
19 H 0.992 -4.944 -0.366
20 H -1.424 -4.483 0.120
21 H -2.186 -2.097 0.233
22 H 1.361 2.836 -1.010
23 H 3.797 2.764 -1.489
24 H 4.953 0.538 -1.500
25 C 1.252 -2.981 3.416
26 C 0.767 -1.595 3.111
27 C -0.567 -1.245 3.324
28 C -1.026 0.029 3.055
29 C -0.143 0.972 2.505
30 C 1.218 0.653 2.354
31 C 1.651 -0.627 2.625
32 S -0.585 2.699 2.547
33 O -1.762 2.852 3.332
34 O 0.618 3.437 2.791
35 N -0.981 3.070 0.915
36 C -2.297 3.742 0.674
37 C -3.309 2.830 -0.004
38 C -3.694 1.614 0.844
39 O -4.775 1.562 1.386
40 O -2.802 0.658 0.930
41 H 0.667 -3.438 4.213
42 H 2.301 -2.977 3.710
43 H 1.159 -3.618 2.533
44 H -1.250 -1.974 3.741
45 H -2.054 0.309 3.237
46 H 1.915 1.423 2.048
47 H 2.700 -0.875 2.505
48 H -0.215 3.674 0.633
49 H -2.090 4.601 0.037
50 H -2.688 4.113 1.621
51 H -2.905 2.497 -0.962
52 H -4.216 3.404 -0.184
53 C -3.226 1.146 -4.111
54 S -1.642 1.265 -3.292
55 C -0.726 0.124 -4.323
56 O -1.850 0.534 -1.983
57 H -3.561 0.111 -4.066
58 H -3.123 1.486 -5.141
59 H -3.920 1.790 -3.575
60 H -0.620 0.548 -5.321
61 H -1.248 -0.832 -4.355
62 H 0.257 0.004 -3.871

Results
⟨S²⟩ ... 2.013
Multiplicity ... 3
HOMO (spin up / spin down) ... -10.3 / -11.3 eV
Kohn-Sham gap (spin up / spin down) ... 6.5 / 7.5 eV
Net charge ... +1

***

Computed, not measured: C24H24N7OSSeY as an isolated structure, with the ωB97M-V functional and the def2-TZVPD basis.

CARTESIAN COORDINATES (ANGSTROEM)
1 Y 0.070 -0.101 0.166
2 S 0.357 -1.387 2.830
3 C -0.760 -2.616 2.508
4 N -1.568 -3.145 3.366
5 N -2.454 -4.116 2.799
6 C -3.743 -3.696 2.488
7 C -4.031 -2.372 2.152
8 C -5.316 -2.023 1.765
9 C -6.335 -2.964 1.710
10 C -6.051 -4.280 2.054
11 C -4.774 -4.645 2.441
12 N -0.786 -3.194 1.171
13 N -1.397 -2.550 0.308
14 C -1.621 -3.350 -0.878
15 C -1.371 -2.827 -2.141
16 C -1.662 -3.629 -3.238
17 C -2.211 -4.898 -3.086
18 C -2.466 -5.391 -1.814
19 C -2.165 -4.618 -0.701
20 H -2.468 -4.925 3.402
21 H -3.254 -1.622 2.191
22 H -5.513 -0.992 1.499
23 H -7.333 -2.679 1.399
24 H -6.831 -5.033 2.018
25 H -4.557 -5.677 2.699
26 H -0.885 -1.823 -2.214
27 H -1.449 -3.248 -4.231
28 H -2.441 -5.504 -3.956
29 H -2.904 -6.374 -1.683
30 H -2.354 -4.972 0.303
31 C 2.277 3.256 1.053
32 N 2.751 2.270 2.017
33 C 2.810 2.433 3.380
34 C 3.232 1.260 3.902
35 N 3.417 0.391 2.847
36 C 3.821 -0.996 2.945
37 C 3.091 1.007 1.688
38 Se 3.078 0.254 -0.016
39 H 2.052 4.175 1.589
40 H 1.364 2.873 0.588
41 H 3.049 3.417 0.301
42 H 2.495 3.343 3.856
43 H 3.377 0.965 4.925
44 H 4.000 -1.220 3.995
45 H 4.728 -1.162 2.365
46 H 3.025 -1.638 2.568
47 N -0.576 1.771 0.963
48 C -0.759 2.844 1.682
49 C -1.362 4.074 1.201
50 C -1.397 5.232 1.948
51 C -0.884 5.297 3.250
52 C -0.360 4.116 3.790
53 C -0.307 2.948 3.062
54 H -1.753 4.063 0.189
55 H -1.835 6.129 1.513
56 H -0.927 6.213 3.829
57 H 0.005 4.123 4.817
58 H 0.080 2.030 3.499
59 O 0.037 -0.475 -1.747

Results
HOMO ... -0.1 eV
Kohn-Sham gap ... 4.6 eV
Net charge ... -2

***

Computed, not measured: C24H25BrCl3FLiO4 as an isolated structure, with the ωB97M-V functional and the def2-TZVPD basis.

CARTESIAN COORDINATES (ANGSTROEM)
1 C 3.017 -0.735 3.796
2 C 1.942 -0.990 2.758
3 C 0.665 0.029 2.609
4 C 0.099 0.142 1.042
5 C 0.700 1.373 0.087
6 C 1.849 2.432 0.683
7 C 3.300 1.706 0.440
8 C 4.607 2.623 0.810
9 O 5.743 2.131 -0.035
10 C 6.059 0.724 0.293
11 C 5.593 -0.586 -0.608
12 O 6.817 0.519 1.385
13 C 0.114 1.474 -1.473
14 C -1.019 0.393 -2.057
15 C -1.637 -0.837 -1.107
16 C -2.774 -1.893 -1.637
17 Cl -2.101 -3.159 -2.868
18 C -4.144 -1.197 -2.222
19 C -4.445 0.313 -1.660
20 Cl -5.563 -2.282 -1.604
21 C -1.025 -0.944 0.446
22 C -1.480 -2.128 1.519
23 C -2.875 -1.802 2.318
24 C -3.482 -3.244 2.854
25 F -3.775 -1.081 1.387
26 C -1.477 0.620 -3.641
27 O -1.721 -0.359 -4.514
28 C -1.568 2.223 -4.110
29 Br -2.994 2.820 -5.414
30 C -0.553 3.214 -3.569
31 Cl -0.733 4.981 -4.121
32 C 0.625 2.686 -2.506
33 O 1.876 3.175 -2.520
34 H 4.163 -0.784 3.548
35 H 2.615 -0.475 4.888
36 H 2.031 -1.962 2.097
37 H -0.200 -0.407 3.306
38 H 0.937 1.079 3.071
39 H 1.732 3.444 0.073
40 H 1.655 2.702 1.805
41 H 3.357 0.684 1.021
42 H 3.369 1.472 -0.723
43 H 4.397 3.749 0.472
44 H 4.871 2.672 1.950
45 H 5.225 -0.206 -1.676
46 H 6.423 -1.419 -0.680
47 H 4.611 -1.013 -0.084
48 H -3.117 -2.551 -0.702
49 H -4.239 -1.211 -3.394
50 H -4.005 0.547 -0.601
51 H -4.147 1.088 -2.495
52 H -5.631 0.395 -1.545
53 H -0.585 -2.443 2.242
54 H -1.693 -3.106 0.869
55 H -2.614 -1.090 3.209
56 H -2.905 -3.570 3.827
57 H -4.643 -3.217 3.051
58 H -3.320 -4.098 2.037
59 Li -7.931 -2.622 -2.327

Results
HOMO ... -10.5 eV
Kohn-Sham gap ... 5.8 eV
Net charge ... +1

***

Computed, not measured: C24H25BrMnOS as an isolated structure, with the ωB97M-V functional and the def2-TZVPD basis.

CARTESIAN COORDINATES (ANGSTROEM)
1 Mn 9.662 10.103 14.585
2 Br 10.213 7.689 14.305
3 C 11.977 7.946 14.736
4 C 12.831 6.901 14.575
5 C 14.188 7.028 15.015
6 C 14.595 8.217 15.548
7 C 13.762 9.378 15.603
8 C 14.139 10.588 16.174
9 C 13.279 11.600 16.271
10 C 11.912 11.518 15.908
11 C 11.479 10.314 15.369
12 C 12.390 9.213 15.286
13 H 12.467 5.928 14.190
14 H 14.896 6.177 14.942
15 H 15.661 8.245 15.871
16 H 15.169 10.727 16.537
17 H 13.714 12.662 16.575
18 H 11.246 12.336 15.991
19 C 10.150 15.141 14.425
20 C 9.814 14.407 13.149
21 C 11.104 14.214 12.263
22 C 8.656 15.032 12.435
23 C 9.471 12.997 13.514
24 C 9.324 11.892 14.016
25 H 10.440 16.160 14.078
26 H 11.071 14.632 14.705
27 H 9.330 15.124 15.219
28 H 11.452 15.195 11.903
29 H 10.971 13.575 11.451
30 H 11.915 13.864 12.934
31 H 9.078 15.952 12.008
32 H 7.775 15.280 13.076
33 H 8.349 14.447 11.562
34 C 6.996 9.754 8.402
35 C 6.836 10.004 9.864
36 C 6.663 11.299 10.291
37 C 6.399 11.502 11.636
38 C 6.462 10.450 12.575
39 C 6.574 9.127 12.095
40 C 6.826 8.959 10.761
41 S 6.496 10.638 14.363
42 C 5.062 9.738 14.937
43 O 7.657 9.539 14.717
44 H 7.835 9.141 8.147
45 H 7.105 10.779 7.952
46 H 6.105 9.240 7.915
47 H 6.853 12.153 9.648
48 H 6.145 12.477 12.072
49 H 6.561 8.231 12.673
50 H 6.816 7.941 10.413
51 H 4.657 8.941 14.288
52 H 4.328 10.435 15.281
53 H 5.531 9.241 15.806

Results
⟨S²⟩ ... 6.145
Multiplicity ... 5
HOMO (spin up / spin down) ... -11.1 / -11.3 eV
Kohn-Sham gap (spin up / spin down) ... 7.0 / 8.2 eV
Net charge ... +1

***

no.,DFT total energy (a.u.),strongest force on any atom (eV/Å)
1,-2892.60531,0.47
2,-4225.41820,0.75
3,-5291.46554,8.84
4,-5127.60472,4.59